{"formula": "C24H53CoN11", "method": "wB97M-V/def2-TZVPD", "relative_energy_kcal_mol": 14.36, "charge": 2, "gap_ha": [0.28670, 0.32231], "spin_multiplicity": 2, "homo_ev": [-13.420, -13.419], "symbols": ["Co", "C", "N", "C", "C", "N", "C", "C", "N", "C", "C", "N", "C", "N", "C", "C", "N", "C", "C", "C", "C", "N", "C", "N", "C", "C", "N", "C", "C", "N", "C", "C", "H", "H", "H", "H", "H", "H", "H", "H", "H", "H", "H", "H", "H", "H", "H", "H", "H", "H", "H", "H", "H", "H", "H", "H", "H", "H", "H", "H", "H", "H", "H", "H", "H", "H", "H", "H", "H", "H", "H", "H", "H", "H", "H", "H", "H", "H", "H", "H", "C", "C", "C", "N", "H", "H", "H", "H", "H"], "positions_angstrom": [[0.059, 0.346, -0.450], [-1.297, 2.316, 4.251], [-0.551, 1.130, 3.902], [0.088, 0.418, 4.985], [-0.820, 0.453, 2.702], [-0.141, 0.759, 1.630], [0.812, 1.863, 1.730], [0.344, 3.011, 0.828], [0.098, 2.561, -0.545], [-1.175, 3.068, -1.056], [-2.284, 2.067, -0.719], [-1.863, 0.784, -1.256], [-2.657, 0.123, -2.070], [-2.121, -0.698, -3.010], [-2.729, -1.954, -3.398], [-0.829, -0.394, -3.594], [-4.014, 0.233, -2.052], [-4.780, 0.481, -0.851], [-4.831, 0.125, -3.241], [1.185, 2.860, -1.478], [2.488, 2.193, -1.061], [2.276, 0.792, -0.735], [3.304, 0.012, -0.710], [3.077, -1.308, -0.324], [2.780, -1.479, 1.097], [3.758, -2.421, -0.944], [4.578, 0.500, -0.994], [5.588, -0.198, -1.763], [5.177, 1.373, 0.005], [-1.730, -0.538, 2.747], [-2.720, -0.653, 3.801], [-2.014, -1.401, 1.628], [-2.132, 2.104, 4.929], [-1.696, 2.777, 3.351], [-0.634, 3.027, 4.748], [0.755, 1.107, 5.505], [0.682, -0.398, 4.578], [-0.610, 0.009, 5.722], [1.783, 1.495, 1.404], [0.903, 2.226, 2.756], [1.071, 3.826, 0.850], [-0.589, 3.390, 1.250], [-1.116, 3.158, -2.141], [-1.410, 4.059, -0.652], [-3.211, 2.423, -1.173], [-2.416, 2.010, 0.367], [-3.664, -2.106, -2.866], [-2.056, -2.781, -3.145], [-2.925, -1.989, -4.475], [-0.917, 0.437, -4.296], [-0.468, -1.261, -4.136], [-0.092, -0.131, -2.823], [-4.146, 0.393, 0.027], [-5.580, -0.263, -0.786], [-5.249, 1.469, -0.859], [-4.211, 0.026, -4.127], [-5.435, 1.030, -3.340], [-5.515, -0.726, -3.182], [1.341, 3.946, -1.559], [0.892, 2.479, -2.460], [2.894, 2.728, -0.197], [3.215, 2.292, -1.875], [3.201, -0.665, 1.691], [3.222, -2.411, 1.449], [1.701, -1.510, 1.272], [3.774, -2.289, -2.022], [3.183, -3.322, -0.730], [4.780, -2.580, -0.582], [5.142, -0.744, -2.588], [6.200, -0.876, -1.156], [6.255, 0.558, -2.182], [4.445, 1.699, 0.741], [5.626, 2.248, -0.467], [5.966, 0.831, 0.538], [-2.449, -0.099, 4.691], [-2.832, -1.705, 4.069], [-3.686, -0.279, 3.442], [-1.138, -1.478, 0.990], [-2.849, -1.024, 1.030], [-2.278, -2.390, 2.005], [0.601, -4.737, 0.468], [0.155, -4.215, -0.905], [0.176, -2.787, -0.927], [0.186, -1.638, -0.878], [0.465, -5.813, 0.511], [0.023, -4.279, 1.268], [1.652, -4.520, 0.637], [-0.863, -4.548, -1.129], [0.821, -4.603, -1.681]], "forces_ev_per_a": [[0.095, 1.741, -1.391], [-0.048, -0.025, 0.076], [-0.201, -0.114, 0.009], [-0.039, -0.048, 0.024], [0.429, 0.248, 0.181], [-0.212, -0.133, -0.259], [0.063, 0.192, 0.133], [0.252, -0.229, 0.778], [-0.001, -1.428, 0.029], [-0.855, -0.177, -0.083], [0.224, 0.353, -0.098], [0.664, -0.517, 0.483], [-0.207, -0.014, 0.056], [0.086, -0.064, 0.162], [-0.092, -0.224, -0.072], [0.241, 0.318, 0.197], [0.292, -0.068, 0.018], [-0.111, 0.000, 0.256], [-0.151, 0.083, -0.333], [0.605, -0.124, -0.161], [-0.130, 0.447, -0.049], [-0.827, -0.356, 0.273], [0.140, -0.271, -0.271], [-0.084, -0.074, 0.047], [-0.197, 0.154, 0.018], [0.221, 0.011, -0.065], [-0.256, 0.211, -0.027], [0.079, -0.239, -0.068], [0.141, 0.163, 0.126], [0.029, -0.209, -0.003], [-0.225, 0.053, 0.221], [0.240, 0.019, -0.307], [-0.030, 0.054, -0.005], [-0.056, 0.111, -0.062], [-0.029, 0.085, -0.009], [0.059, -0.040, 0.047], [0.069, -0.065, 0.040], [-0.037, -0.031, 0.036], [0.053, 0.090, 0.081], [0.059, -0.009, -0.186], [-0.024, 0.069, -0.065], [0.008, 0.029, -0.116], [0.027, -0.027, 0.013], [0.140, -0.034, -0.012], [-0.001, -0.046, 0.103], [-0.058, 0.043, -0.045], [0.052, 0.000, -0.023], [-0.047, 0.050, -0.066], [-0.008, -0.021, 0.117], [0.083, 0.033, -0.031], [0.034, -0.082, 0.001], [-0.103, -0.105, -0.418], [-0.021, 0.025, 0.025], [0.072, 0.033, 0.048], [0.056, -0.033, 0.004], [-0.036, 0.030, -0.003], [0.016, -0.033, -0.026], [0.046, -0.009, -0.012], [-0.045, -0.156, -0.035], [-0.049, 0.077, 0.068], [0.059, -0.001, -0.053], [-0.015, 0.009, 0.161], [-0.004, -0.055, 0.059], [0.007, 0.036, 0.008], [-0.022, -0.004, 0.135], [0.028, -0.100, -0.055], [0.009, -0.068, -0.038], [-0.045, -0.043, -0.034], [0.054, 0.001, -0.056], [-0.042, 0.003, -0.040], [-0.037, -0.059, -0.032], [-0.015, 0.033, 0.029], [-0.016, 0.033, 0.045], [-0.040, 0.053, 0.034], [0.060, 0.019, -0.063], [-0.022, 0.076, 0.024], [0.011, -0.071, 0.073], [-0.137, -0.031, 0.111], [0.025, -0.030, -0.015], [-0.003, 0.009, -0.024], [0.025, -0.007, 0.067], [0.043, -1.085, 0.050], [0.013, 1.758, -0.155], [-0.275, -0.288, 0.452], [-0.020, -0.036, -0.016], [-0.052, -0.020, 0.045], [0.055, 0.015, 0.036], [0.106, 0.047, -0.063], [-0.148, 0.091, -0.053]], "lowdin_spin": [0.97, 0.00, 0.00, 0.00, 0.00, 0.03, 0.00, 0.00, -0.02, 0.00, 0.00, -0.01, 0.00, 0.00, 0.00, 0.01, 0.00, 0.00, 0.00, 0.00, 0.00, -0.01, 0.00, 0.00, 0.00, 0.00, 0.00, 0.00, 0.00, 0.00, 0.00, 0.00, 0.00, 0.00, 0.00, 0.00, 0.00, 0.00, 0.00, 0.00, 0.00, 0.00, 0.00, 0.00, 0.00, 0.00, 0.00, 0.00, 0.00, 0.00, 0.00, 0.01, 0.00, 0.00, 0.00, 0.00, 0.00, 0.00, 0.00, 0.00, 0.00, 0.00, 0.00, 0.00, 0.00, 0.00, 0.00, 0.00, 0.00, 0.00, 0.00, 0.00, 0.00, 0.00, 0.00, 0.00, 0.00, 0.00, 0.00, 0.00, 0.00, 0.00, 0.00, 0.00, 0.00, 0.00, 0.00, 0.00, 0.00]}

{"formula": "C47H91BrFN4O9", "method": "wB97M-V/def2-TZVPD", "relative_energy_kcal_mol": 168.13, "charge": 1, "gap_ha": 0.24697, "homo_ev": -10.174, "symbols": ["C", "C", "C", "O", "O", "C", "C", "C", "C", "C", "C", "C", "N", "C", "C", "C", "C", "C", "C", "C", "C", "C", "N", "C", "C", "C", "Br", "N", "C", "N", "C", "F", "C", "C", "H", "H", "H", "H", "H", "H", "H", "H", "H", "H", "H", "H", "H", "H", "H", "H", "H", "H", "H", "H", "H", "H", "H", "H", "H", "H", "H", "H", "H", "H", "H", "H", "H", "H", "H", "H", "H", "H", "H", "H", "H", "H", "H", "H", "H", "H", "H", "H", "H", "C", "C", "O", "C", "H", "H", "H", "H", "H", "H", "C", "C", "O", "C", "H", "H", "H", "H", "H", "H", "C", "C", "O", "C", "H", "H", "H", "H", "H", "H", "C", "C", "O", "C", "H", "H", "H", "H", "H", "H", "C", "C", "O", "C", "H", "H", "H", "H", "H", "H", "C", "C", "O", "C", "H", "H", "H", "H", "H", "H", "C", "C", "O", "C", "H", "H", "H", "H", "H", "H"], "positions_angstrom": [[2.883, -0.667, 2.107], [2.452, 0.718, 1.991], [1.439, 1.218, 0.865], [0.483, 1.939, 1.265], [1.525, 0.871, -0.499], [2.924, 0.888, -0.977], [2.854, 1.421, -2.494], [3.462, 0.416, -3.578], [2.748, -1.020, -3.624], [1.598, -1.139, -4.723], [0.950, -2.594, -4.870], [0.160, -3.121, -3.579], [-0.084, -2.143, -2.450], [0.040, -2.855, -1.138], [1.458, -2.705, -0.420], [2.609, -3.662, -1.004], [4.077, -3.332, -0.369], [5.023, -2.757, -1.524], [6.599, -3.071, -1.287], [7.322, -2.669, -2.689], [8.837, -2.178, -2.504], [-1.542, -1.877, -2.673], [-2.176, -0.731, -2.753], [-1.486, 0.580, -2.599], [-1.438, 1.233, -4.088], [-0.343, 2.390, -4.212], [-3.275, 1.815, -4.675], [-2.080, -3.227, -2.840], [-1.224, -3.964, -3.808], [-1.948, -3.694, -5.105], [-1.050, -5.549, -3.692], [-1.078, -6.191, -4.997], [-2.143, -6.294, -2.804], [-3.656, -6.122, -3.297], [2.148, -1.413, 2.545], [3.950, -0.945, 1.816], [2.861, 1.435, 2.780], [3.330, -0.175, -1.018], [3.575, 1.561, -0.322], [3.510, 2.369, -2.519], [1.794, 1.770, -2.704], [4.587, 0.353, -3.396], [3.334, 0.914, -4.603], [2.343, -1.227, -2.582], [3.561, -1.804, -3.818], [0.826, -0.312, -4.569], [2.099, -0.910, -5.737], [1.781, -3.356, -5.111], [0.307, -2.559, -5.826], [0.880, -3.885, -3.143], [-0.199, -3.972, -1.193], [-0.738, -2.376, -0.435], [1.305, -3.037, 0.675], [1.860, -1.643, -0.371], [2.711, -3.418, -2.121], [2.373, -4.780, -0.879], [4.514, -4.231, 0.188], [3.894, -2.459, 0.363], [4.938, -1.614, -1.622], [4.793, -3.180, -2.567], [7.027, -2.512, -0.396], [6.677, -4.206, -1.218], [7.193, -3.475, -3.488], [6.729, -1.753, -3.068], [9.004, -1.328, -3.260], [9.042, -1.732, -1.478], [9.582, -2.998, -2.787], [-3.190, -0.767, -2.935], [-2.173, 1.244, -1.970], [-0.462, 0.530, -2.110], [-1.185, 0.347, -4.778], [-0.161, 2.916, -3.212], [0.641, 1.906, -4.547], [-0.660, 3.092, -5.047], [-2.415, -3.713, -2.001], [-1.336, -3.873, -5.910], [-2.789, -4.288, -5.153], [-0.022, -5.831, -3.257], [-1.831, -7.389, -2.637], [-2.085, -5.817, -1.751], [-3.927, -5.016, -3.448], [-4.330, -6.583, -2.499], [-3.768, -6.725, -4.269], [-3.051, 5.011, 3.845], [-2.370, 3.780, 4.380], [-2.817, 3.175, 5.337], [-1.115, 3.326, 3.684], [-3.941, 5.221, 4.442], [-2.377, 5.867, 3.911], [-3.355, 4.847, 2.809], [-0.354, 4.107, 3.742], [-1.333, 3.087, 2.642], [-0.733, 2.428, 4.176], [-6.129, -2.113, -6.175], [-4.858, -2.503, -6.881], [-4.321, -3.573, -6.670], [-4.277, -1.516, -7.857], [-6.432, -2.919, -5.503], [-5.965, -1.208, -5.585], [-6.925, -1.949, -6.904], [-4.031, -0.584, -7.342], [-4.990, -1.325, -8.662], [-3.364, -1.929, -8.290], [-5.604, -2.615, 0.163], [-4.220, -2.032, 0.090], [-3.316, -2.616, -0.487], [-3.990, -0.702, 0.756], [-5.622, -3.574, -0.359], [-5.884, -2.779, 1.206], [-6.316, -1.941, -0.318], [-4.199, -0.781, 1.825], [-4.631, 0.056, 0.301], [-2.947, -0.405, 0.624], [-1.703, 9.578, 6.736], [-1.974, 8.266, 6.050], [-2.881, 8.150, 5.243], [-1.082, 7.105, 6.402], [-2.421, 10.324, 6.387], [-1.814, 9.463, 7.816], [-0.695, 9.922, 6.494], [-1.165, 6.882, 7.466], [-0.048, 7.341, 6.146], [-1.392, 6.226, 5.834], [-5.794, 8.633, 4.701], [-7.282, 8.444, 4.830], [-8.047, 9.389, 4.781], [-7.788, 7.038, 5.023], [-5.575, 9.693, 4.567], [-5.295, 8.284, 5.605], [-5.424, 8.086, 3.831], [-7.377, 6.618, 5.944], [-7.507, 6.421, 4.167], [-8.877, 7.053, 5.101], [6.158, -7.046, 2.893], [5.032, -6.152, 2.450], [5.167, -5.378, 1.520], [3.731, -6.252, 3.201], [7.031, -6.867, 2.264], [6.422, -6.826, 3.930], [5.863, -8.093, 2.793], [3.887, -5.996, 4.251], [3.328, -7.263, 3.114], [3.011, -5.551, 2.773], [3.718, 6.029, 7.966], [2.230, 5.837, 8.094], [1.464, 6.781, 8.040], [1.726, 4.432, 8.291], [3.936, 7.090, 7.829], [4.217, 5.684, 8.875], [4.091, 5.480, 7.099], [2.137, 4.016, 9.214], [2.010, 3.812, 7.438], [0.637, 4.445, 8.367]], "forces_ev_per_a": [[-0.633, 1.835, -0.117], [0.598, -1.862, -1.282], [-3.814, 1.338, 3.430], [3.018, -2.194, -2.194], [1.503, 0.604, 2.762], [0.351, -0.170, -1.644], [0.967, 0.715, 0.535], [-0.620, 0.383, -0.297], [0.432, 0.106, 0.290], [0.956, 0.054, -0.381], [-0.148, 0.598, -0.549], [1.652, -1.611, -0.598], [-1.363, 0.781, -1.725], [-0.005, 0.511, 2.111], [0.429, -1.151, 0.415], [0.478, 0.580, -0.346], [-0.951, 0.760, -0.737], [1.293, -0.058, 0.390], [-0.945, -0.465, -2.043], [-0.260, 1.309, 0.977], [-0.153, 0.211, -1.223], [1.040, -3.687, 0.734], [1.545, -1.776, 0.740], [-1.052, 1.868, -0.868], [1.363, -1.024, 0.454], [-0.184, -0.591, -0.308], [1.037, -0.388, 0.555], [-1.008, 1.033, -0.076], [-0.469, 1.133, -1.416], [1.457, 0.292, 0.729], [0.026, -1.625, 1.262], [0.094, 1.393, 1.701], [-0.002, 0.889, 0.812], [0.605, -0.694, -0.173], [0.633, 0.248, -2.324], [-0.926, 0.453, 2.354], [0.418, -0.233, -2.366], [-0.428, 1.317, 0.480], [-1.009, -1.049, -0.887], [-1.088, -1.322, -0.121], [1.338, -0.701, 0.209], [-1.517, -0.178, -0.197], [0.288, -0.635, 1.328], [0.353, 0.095, -1.375], [-1.255, 0.989, 0.112], [0.831, -1.261, -0.062], [-0.811, -0.302, 1.447], [-1.192, 1.199, 0.499], [0.696, -0.075, 1.639], [-0.966, 1.025, -0.342], [0.188, 1.413, -0.150], [1.095, -0.806, -1.001], [0.048, 0.589, -1.581], [-0.814, -1.226, -0.268], [-0.264, -0.648, 1.484], [0.096, 1.662, -0.179], [-0.729, 1.693, -1.099], [0.454, -1.478, -0.779], [-0.092, -1.581, 0.153], [0.098, 0.400, 1.610], [-0.484, -0.857, -1.127], [0.107, 1.510, 0.565], [0.320, 0.966, 1.258], [0.874, -1.321, 0.417], [-0.061, -1.246, 1.089], [-0.295, -0.846, -1.252], [-0.955, 1.119, 0.751], [0.707, 0.056, 0.008], [1.071, -0.960, -0.676], [-1.271, -0.411, -0.764], [-0.458, 1.596, 0.814], [-0.482, -0.561, -1.552], [-1.396, 0.653, 0.551], [0.456, -0.668, 1.304], [-0.121, 0.808, -0.349], [-0.576, -0.260, 0.406], [0.691, 0.443, -0.206], [-1.425, 0.594, -0.740], [-0.580, 1.665, -0.567], [0.095, -0.685, -1.417], [0.346, -1.749, 0.188], [0.800, 0.703, -1.184], [-0.087, 1.138, 1.402], [-0.264, -0.096, 0.219], [-0.279, -0.287, 0.522], [0.201, 0.210, -0.388], [-0.031, -0.277, 0.262], [0.148, 0.015, -0.045], [-0.103, 0.023, -0.231], [0.173, 0.123, -0.054], [-0.044, 0.025, -0.243], [0.185, 0.189, -0.014], [-0.059, 0.099, -0.063], [-0.017, -0.342, 0.235], [0.305, -0.549, 0.065], [-0.307, 0.392, -0.095], [0.303, -0.242, -0.095], [0.046, 0.074, -0.103], [-0.122, 0.115, -0.176], [0.034, 0.210, 0.072], [-0.181, 0.080, -0.097], [-0.008, 0.194, 0.104], [-0.123, 0.025, 0.064], [0.219, -0.373, -0.250], [0.110, -0.213, -0.053], [-0.283, 0.270, 0.271], [0.458, -0.057, -0.226], [0.006, 0.117, 0.065], [-0.124, 0.188, -0.048], [-0.055, 0.046, 0.225], [-0.171, 0.129, -0.071], [-0.137, -0.024, 0.217], [-0.093, -0.027, 0.054], [-0.322, 0.201, -0.193], [-0.440, -0.123, -0.421], [0.515, 0.045, 0.319], [-0.294, -0.160, -0.334], [0.076, -0.111, 0.026], [0.237, 0.010, -0.013], [0.038, -0.074, 0.224], [0.290, 0.101, -0.032], [-0.009, 0.023, 0.313], [-0.012, 0.100, 0.105], [-0.245, 0.336, 0.008], [-0.324, 0.679, -0.096], [0.261, -0.451, 0.035], [-0.407, 0.052, 0.039], [-0.033, -0.140, 0.023], [0.084, -0.157, -0.208], [0.141, -0.136, 0.197], [0.118, -0.119, -0.145], [0.142, -0.084, 0.144], [0.135, 0.025, -0.012], [0.247, 0.167, -0.297], [0.150, 0.295, -0.404], [0.090, -0.663, 0.726], [-0.189, 0.287, -0.231], [-0.126, -0.008, 0.071], [-0.103, -0.196, 0.030], [-0.011, 0.019, 0.222], [-0.027, -0.222, 0.018], [0.071, -0.005, 0.215], [0.097, -0.073, 0.036], [-0.012, 0.393, -0.054], [-0.372, 0.521, -0.007], [0.407, -0.430, 0.082], [-0.394, 0.103, 0.028], [-0.051, -0.132, 0.023], [0.059, -0.158, -0.136], [0.087, -0.131, 0.158], [0.111, -0.117, -0.145], [0.138, -0.085, 0.147], [0.134, 0.010, -0.013]], "mulliken_charge": [-0.51, -0.33, 0.29, -0.57, 0.35, -0.23, -0.07, -1.02, 1.70, -0.40, -0.94, -0.96, 1.71, -0.35, 0.68, -0.37, 0.84, -0.08, -0.62, -0.01, -1.05, -2.65, 0.86, -0.03, -0.11, -0.67, -0.17, 0.31, 0.96, -0.41, 0.09, -0.42, -0.75, -0.86, 0.27, 0.30, 0.34, -0.35, 0.63, 0.44, -0.49, 0.13, 0.45, -1.08, 0.12, -0.61, 0.48, 0.16, 0.53, 0.32, -0.01, -0.01, 0.55, -1.17, -0.12, 0.34, 0.33, -0.91, -0.17, 0.19, 0.28, 0.29, 0.33, -0.08, 0.32, 0.28, 0.26, 0.48, 0.53, -0.41, 0.40, 0.23, 0.09, 0.44, 0.49, 0.26, 0.37, 0.32, 0.48, 0.21, 0.16, 0.40, 0.28, -1.09, 0.87, -0.61, -0.99, 0.24, 0.25, 0.43, 0.33, 0.27, 0.33, -1.14, 0.93, -0.57, -1.08, 0.30, 0.26, 0.39, 0.22, 0.40, 0.28, -1.29, 0.74, -0.45, -0.99, 0.30, 0.37, 0.36, 0.42, 0.32, 0.11, -1.25, 0.76, -0.50, -0.52, 0.33, 0.33, 0.34, 0.37, 0.30, -0.22, -0.81, 0.74, -0.57, -1.07, 0.30, 0.21, 0.28, 0.31, 0.29, 0.32, -1.17, 0.73, -0.52, -0.97, 0.30, 0.34, 0.34, 0.34, 0.34, 0.14, -1.13, 0.84, -0.52, -1.06, 0.30, 0.34, 0.33, 0.36, 0.30, 0.26]}

Question: What is the formula in the first record?
Answer: C24H53CoN11